5 unconnected molecules or ions with the total composition C31H66BrIO11SSi in a non-equilibrium geometry, computed with ωB97M-V/def2-TZVPD.

Last columns: bonded neighbours and bond lengths (Å).
Element x y z (Å)
1 C 2.752 -2.717 2.208  C2 1.564, H35 1.110, H36 1.113, H37 1.111
2 C 2.062 -2.517 0.819  C1 1.564, C3 1.566, H38 1.106, H39 1.114
3 C 1.752 -3.842 0.044  C2 1.566, C4 1.558, H40 1.114, H41 1.114
4 C 0.296 -4.374 0.202  C3 1.558, C5 1.577, H42 1.113, H43 1.112
5 C -0.831 -3.342 -0.188  C4 1.577, C6 1.571, H44 1.112, H45 1.114
6 C -1.718 -3.802 -1.400  C5 1.571, C7 1.568, H46 1.111, H47 1.112
7 C -3.266 -3.681 -1.184  C6 1.568, C8 1.584, H48 1.116, H49 1.108
8 C -4.009 -3.053 -2.435  C7 1.584, C9 1.590, H50 1.106, H51 1.112
9 C -4.765 -1.705 -2.060  C8 1.590, C10 1.565, H52 1.116, H53 1.112
10 C -3.729 -0.769 -1.352  C9 1.565, C11 1.576, H54 1.117, H55 1.113
11 C -4.142 0.752 -1.352  C10 1.576, C12 1.569, H56 1.113, H57 1.104
12 C -3.072 1.513 -0.492  C11 1.569, C13 1.559, H58 1.113, H59 1.111
13 C -3.626 2.442 0.631  C12 1.559, C14 1.564, O18 1.486, C23 1.573
14 C -4.994 2.131 1.323  C13 1.564, C15 1.551, H60 1.113, H61 1.110
15 C -5.177 0.697 1.885  C14 1.551, O16 1.157, I17 2.197
16 O -5.423 -0.241 1.255  C15 1.157
17 I -5.042 0.350 4.051  C15 2.197
18 O -3.958 3.684 -0.113  C13 1.486, S19 1.629
19 S -3.779 4.940 0.909  O18 1.629, O20 1.435, O21 1.440, O22 1.642
20 O -3.026 6.065 0.434  S19 1.435
21 O -4.963 5.452 1.551  S19 1.440
22 O -2.990 4.147 2.111  S19 1.642, C23 1.482
23 C -2.410 2.928 1.501  C13 1.573, O22 1.482, C24 1.588, C31 1.561
24 C -1.209 3.565 0.680  C23 1.588, C25 1.552, H62 1.103, H63 1.106
25 C 0.049 2.659 0.617  C24 1.552, O26 1.440, H64 1.107, H65 1.120
26 O 0.903 3.203 -0.407  C25 1.440, Si27 1.700
27 Si 2.064 2.081 -0.939  O26 1.700, C28 1.909, C29 1.905, C30 1.897
28 C 3.368 1.675 0.396  Si27 1.909, H66 1.112, H67 1.110, H68 1.107
29 C 2.972 2.923 -2.386  Si27 1.905, H69 1.113, H70 1.112, H71 1.111
30 C 1.338 0.462 -1.609  Si27 1.897, H72 1.110, H73 1.113, H74 1.110
31 C -2.028 2.116 2.779  C23 1.561, C32 1.541, H75 1.106, H76 1.112
32 C -1.594 0.658 2.535  C31 1.541, O33 1.164, Br34 1.994
33 O -2.262 -0.217 2.156  C32 1.164
34 Br 0.299 0.197 2.959  C32 1.994
35 H 2.045 -2.514 3.040  C1 1.110
36 H 3.615 -2.028 2.347  C1 1.113
37 H 3.144 -3.748 2.341  C1 1.111
38 H 1.148 -1.902 0.916  C2 1.106
39 H 2.768 -1.928 0.190  C2 1.114
40 H 2.434 -4.621 0.457  C3 1.114
41 H 2.058 -3.701 -1.018  C3 1.114
42 H 0.222 -5.291 -0.426  C4 1.113
43 H 0.152 -4.696 1.256  C4 1.112
44 H -1.410 -3.138 0.739  C5 1.112
45 H -0.333 -2.395 -0.498  C5 1.114
46 H -1.472 -4.868 -1.595  C6 1.111
47 H -1.368 -3.231 -2.288  C6 1.112
48 H -3.650 -4.726 -1.119  C7 1.116
49 H -3.553 -3.204 -0.227  C7 1.108
50 H -4.717 -3.792 -2.853  C8 1.106
51 H -3.213 -2.758 -3.153  C8 1.112
52 H -5.180 -1.225 -2.979  C9 1.116
53 H -5.643 -1.945 -1.422  C9 1.112
54 H -2.715 -0.828 -1.818  C10 1.117
55 H -3.574 -1.104 -0.301  C10 1.113
56 H -4.034 1.070 -2.414  C11 1.113
57 H -5.187 0.892 -1.026  C11 1.104
58 H -2.521 2.178 -1.193  C12 1.113
59 H -2.310 0.786 -0.137  C12 1.111
60 H -5.101 2.834 2.178  C14 1.113
61 H -5.827 2.386 0.635  C14 1.110
62 H -1.485 3.814 -0.359  C24 1.103
63 H -0.933 4.491 1.218  C24 1.106
64 H 0.613 2.610 1.569  C25 1.107
65 H -0.264 1.630 0.305  C25 1.120
66 H 2.836 1.510 1.358  C28 1.112
67 H 3.915 0.769 0.061  C28 1.110
68 H 4.066 2.534 0.434  C28 1.107
69 H 2.346 2.979 -3.303  C29 1.113
70 H 3.250 3.972 -2.138  C29 1.112
71 H 3.890 2.361 -2.657  C29 1.111
72 H 0.476 0.707 -2.264  C30 1.110
73 H 2.096 -0.076 -2.223  C30 1.113
74 H 1.070 -0.204 -0.763  C30 1.110
75 H -2.846 2.234 3.513  C31 1.106
76 H -1.147 2.635 3.216  C31 1.112
77 C -0.604 -1.637 -6.228  C78 1.517, H80 1.091, H81 1.092, H82 1.093
78 C -0.545 -2.038 -4.766  C77 1.517, O79 1.425, H83 1.090, H84 1.095
79 O -1.317 -1.144 -3.969  C78 1.425, H85 0.965
80 H -0.230 -0.620 -6.360  C77 1.091
81 H -0.008 -2.314 -6.843  C77 1.092
82 H -1.635 -1.650 -6.591  C77 1.093
83 H 0.482 -2.004 -4.401  C78 1.090
84 H -0.928 -3.055 -4.627  C78 1.095
85 H -2.230 -1.178 -4.279  O79 0.965
86 C 4.220 -7.204 3.617  C87 1.517, H89 1.092, H90 1.092, H91 1.093
87 C 3.367 -7.894 2.570  C86 1.517, O88 1.424, H92 1.090, H93 1.095
88 O 2.943 -6.965 1.577  C87 1.424, H94 0.964
89 H 3.662 -6.395 4.092  C86 1.092
90 H 4.542 -7.908 4.386  C86 1.092
91 H 5.106 -6.756 3.160  C86 1.093
92 H 2.474 -8.321 3.026  C87 1.090
93 H 3.926 -8.701 2.084  C87 1.095
94 H 3.734 -6.596 1.167  O88 0.964
95 C 0.329 5.523 5.961  C96 1.516, H98 1.091, H99 1.091, H100 1.093
96 C -0.716 4.522 5.511  C95 1.516, O97 1.428, H101 1.091, H102 1.095
97 O -0.096 3.374 4.931  C96 1.428, H103 0.964
98 H 0.948 5.834 5.118  C95 1.091
99 H -0.139 6.406 6.399  C95 1.091
100 H 0.998 5.077 6.703  C95 1.093
101 H -1.368 4.964 4.756  C96 1.091
102 H -1.334 4.200 6.355  C96 1.095
103 H 0.473 2.977 5.600  O97 0.964
104 C 6.613 4.248 -4.406  C105 1.517, H107 1.092, H108 1.092, H109 1.093
105 C 6.745 4.374 -2.900  C104 1.517, O106 1.424, H110 1.090, H111 1.095
106 O 6.465 3.129 -2.267  C105 1.424, H112 0.964
107 H 5.606 3.923 -4.675  C104 1.092
108 H 6.818 5.201 -4.898  C104 1.092
109 H 7.306 3.497 -4.794  C104 1.093
110 H 6.037 5.107 -2.515  C105 1.090
111 H 7.756 4.691 -2.625  C105 1.095
112 H 7.097 2.482 -2.600  O106 0.964

Calculated values
* gap between HOMO and LUMO: 9.99 eV
* LUMO: 0.007 hartree
* structure (SMILES): CCCCCCCCCCCC[C@]1(CC(=O)I)OS(=O)(=O)O[C@@]1(CCO[Si](C)(C)C)CC(=O)Br.CCO.CCO.CCO.CCO
* HOMO: -0.3598 Eh